130
Properties=species:S:1:pos:R:3:forces:R:3:mulliken_charge:R:1 method="wB97M-V/def2-TZVPD" smiles=C1CCOC1.C1CCOC1.C1CCOC1.C1CCOC1.C1CCOC1.C1CCOC1.C1CCOC1.C1CCOC1.C1CCOC1.C1CCOC1 orbital_gap_ha=0.3581 e_lumo_ha=0.0200 e_tot_ev=-63245.9084
C 3.54528 28.53269 24.24050 0.7 1.4 -1.2 -0.2044
C 4.97386 28.05485 23.98130 0.3 -0.7 -0.2 0.6330
C 4.90398 26.73835 24.74900 -0.5 0.4 0.3 -0.6721
O 4.22146 27.14263 25.94181 0.7 -0.6 1.1 -0.4471
C 3.24647 28.17021 25.67428 0.8 -1.7 -0.8 -0.3937
H 2.96649 28.00311 23.48377 -0.6 0.1 0.3 0.2971
H 3.47589 29.60393 24.05146 -0.3 0.1 0.0 -0.0827
H 5.75414 28.70012 24.38491 -0.2 0.1 0.4 -0.4376
H 5.21008 27.93515 22.92396 -0.3 -0.1 -0.1 0.0742
H 5.84368 26.23178 24.96914 0.1 0.4 0.4 0.3299
H 4.28981 25.96438 24.28870 -0.2 0.1 -0.6 0.3248
H 3.41463 28.94798 26.41920 -0.4 0.1 -0.2 0.3212
H 2.28926 27.64985 25.70703 -0.4 0.6 0.5 0.2511
C 5.87800 37.50717 19.61164 -0.6 0.0 -1.3 0.4396
C 6.69906 38.64461 19.01745 -2.0 1.6 -0.1 -0.7156
C 8.06250 38.14185 19.08501 1.0 -0.1 -0.4 -0.5599
O 8.09464 37.51602 20.33947 0.9 -0.6 0.5 -0.4690
C 6.85158 36.84638 20.54549 -0.1 0.7 0.9 0.4637
H 5.57243 36.87034 18.78148 -0.2 -0.2 0.1 -0.0717
H 4.98770 37.85579 20.13503 -0.1 -0.1 -0.1 -0.2275
H 6.64810 39.53320 19.64666 -0.1 0.1 0.2 0.3000
H 6.33675 38.97266 18.04317 0.1 -0.2 -0.2 0.3692
H 8.79546 38.94759 19.04436 0.2 -0.2 0.1 0.3981
H 8.24358 37.44781 18.26426 0.3 -0.3 -0.1 0.2597
H 6.47915 37.17009 21.51740 0.5 -0.6 0.6 -0.3163
H 6.94653 35.76176 20.49359 0.0 0.1 -0.1 0.2400
C 3.40472 28.57695 18.10132 -0.6 -0.3 0.4 0.4479
C 4.78525 29.01351 18.52763 1.1 -0.2 1.0 -0.9580
C 4.76800 28.82231 20.05507 -0.8 0.1 -0.8 0.1647
O 3.87399 27.70919 20.26859 -0.1 0.0 0.2 -0.4601
C 3.01816 27.45442 19.11968 1.6 1.1 -0.5 -0.5784
H 3.40553 28.22965 17.06812 -0.3 0.0 0.0 0.3958
H 2.73030 29.42655 18.20815 -0.1 0.0 -0.2 -0.6005
H 5.04469 30.03263 18.24091 -0.2 0.0 0.0 0.4106
H 5.60371 28.37699 18.19134 -0.2 -0.2 -0.6 0.3388
H 4.42439 29.74527 20.52218 -0.6 0.0 0.3 -0.2397
H 5.74329 28.64777 20.50943 0.0 -0.5 -0.2 0.4310
H 1.97251 27.41228 19.42456 0.1 0.2 0.0 0.3015
H 3.29457 26.51098 18.64891 0.0 -0.3 0.4 0.2501
C 3.44905 32.71548 22.10445 -1.6 0.5 -0.1 -0.4438
C 3.25099 33.01398 20.64079 0.1 -0.2 -1.3 0.7120
C 4.14994 34.22377 20.35618 -0.2 -1.2 0.8 0.1352
O 5.22263 33.97419 21.24601 1.1 0.6 0.8 -0.4388
C 4.89995 33.05520 22.28971 -0.1 -0.2 -0.1 -0.5251
H 3.09574 31.71905 22.36975 0.5 -0.2 0.0 0.3101
H 2.77712 33.38329 22.64355 0.2 0.3 0.4 0.4204
H 2.22396 33.14014 20.29814 -0.1 -0.1 0.1 -0.2434
H 3.70723 32.17411 20.11680 -0.2 -0.1 -0.5 -0.2392
H 3.65685 35.16708 20.59101 0.1 0.2 -0.3 -0.4171
H 4.60902 34.18840 19.36820 -0.5 0.4 -0.2 0.2975
H 5.04783 33.47810 23.28338 0.4 0.2 -0.1 0.1496
H 5.52570 32.17469 22.14395 0.2 -0.1 0.2 0.2693
C 0.55610 30.81849 14.98509 -0.9 -0.1 0.2 -0.7317
C 0.08324 31.80751 16.07491 -0.2 -0.4 -0.2 -0.3573
C 1.15868 31.68341 17.14187 -0.1 -0.5 -0.3 0.7123
O 2.35259 31.34778 16.42623 0.6 0.6 -0.2 -0.3995
C 2.06722 30.75583 15.15786 -0.5 -0.6 0.0 -0.3156
H 0.12849 31.07249 14.01517 0.6 0.3 -0.2 0.4224
H 0.18500 29.80502 15.13755 -0.3 0.1 0.5 0.2418
H -0.90566 31.54102 16.44797 0.0 0.1 0.1 0.3453
H 0.02587 32.81548 15.66407 0.1 0.1 0.1 0.1269
H 0.92944 30.87688 17.83834 -0.2 -0.4 0.0 -0.1844
H 1.28922 32.54781 17.79291 0.3 0.2 -0.4 -0.2192
H 2.32219 29.69634 15.18140 0.4 -0.1 0.2 0.1465
H 2.62004 31.16322 14.31138 0.2 0.6 0.4 0.3156
C -1.50173 31.51562 21.57174 -1.0 -0.6 -0.9 -0.6924
C -0.87006 32.75134 22.05344 0.1 1.8 0.6 -0.0913
C -0.96542 33.68841 20.85135 0.7 0.7 1.1 -0.0801
O -0.64042 32.85536 19.77802 0.2 0.9 -0.3 -0.2323
C -1.26985 31.61717 20.04056 1.2 -1.0 0.0 -0.2812
H -2.56689 31.59503 21.78905 -0.1 -0.5 0.1 0.2671
H -1.04176 30.64570 22.04053 -0.4 -0.2 -0.3 0.3570
H 0.18232 32.58783 22.28554 0.1 0.2 0.1 -0.1699
H -1.38657 33.17783 22.91333 0.2 0.0 0.2 0.4162
H -0.24894 34.49052 21.02851 0.4 0.0 -0.7 -0.1684
H -1.90991 34.21144 20.70148 -0.5 -0.3 0.1 0.3702
H -0.47615 30.91705 19.77988 -0.5 -0.6 -0.4 -0.0058
H -2.13572 31.53223 19.38391 -0.2 -0.3 0.3 0.3483
C 0.74704 36.16046 16.66755 -0.6 0.2 -0.8 -0.5886
C 1.45105 37.49288 16.62073 2.1 1.9 0.1 -0.7418
C 2.67150 37.37803 17.60756 -0.9 -1.3 -1.3 -0.5499
O 2.17541 36.41138 18.50452 0.7 0.8 1.7 -0.1123
C 1.34149 35.48654 17.85431 0.4 -0.4 1.5 0.0587
H 0.89067 35.48510 15.82413 0.0 0.5 -0.4 0.3235
H -0.31062 36.41370 16.74046 -0.1 -0.6 0.2 0.2355
H 0.85901 38.32481 17.00216 -0.4 -0.2 -0.2 0.2955
H 1.84472 37.78900 15.64839 -0.3 0.0 -0.2 0.3682
H 3.07453 38.24715 18.12746 -0.7 0.2 0.1 0.3883
H 3.52314 36.97865 17.05683 0.3 -0.3 -0.2 0.2641
H 0.60490 35.18590 18.59940 0.0 -0.3 -0.1 -0.0804
H 1.99769 34.64788 17.62165 -0.3 -0.4 -0.4 0.1440
C 3.66422 36.91323 22.84722 -0.2 0.4 -0.6 1.1464
C 3.29066 37.67447 24.07748 0.8 0.8 1.8 -0.4928
C 2.30681 38.71963 23.64717 -0.6 0.0 0.0 -0.7133
O 1.54347 37.98231 22.72269 -1.1 0.0 -0.3 -0.5196
C 2.42475 37.17650 21.95553 -0.1 0.0 -0.6 0.1288
H 3.91599 35.88526 23.10800 -0.1 0.0 -0.5 -0.3032
H 4.53235 37.43233 22.44104 0.1 -0.5 -0.3 -0.4210
H 4.17278 38.14282 24.51408 0.1 -0.2 0.4 0.2170
H 2.82037 37.02237 24.81348 0.0 0.1 0.1 0.3232
H 2.69389 39.63899 23.20778 0.7 -0.1 -0.5 0.2732
H 1.66617 39.11619 24.43484 -0.2 -0.5 0.2 0.3952
H 2.64722 37.72506 21.04029 0.6 0.2 -0.1 -0.0095
H 1.87385 36.32418 21.55782 0.0 -0.3 0.5 -0.1625
C 7.05370 36.36885 24.84861 -0.6 -0.1 -0.4 0.7866
C 7.29630 35.95098 26.27967 -0.1 -0.2 0.3 -0.2664
C 8.49384 36.77362 26.70273 -0.6 0.6 -0.8 -0.6030
O 9.25582 36.85766 25.48782 0.9 0.0 0.8 -0.4986
C 8.39585 36.88492 24.36537 -0.2 -0.3 -0.2 -0.4875
H 6.37318 37.21509 24.75444 -0.4 -0.2 0.3 -0.3102
H 6.63334 35.53462 24.28694 0.1 0.1 -0.3 -0.2214
H 7.63639 34.91539 26.28227 -0.4 -0.2 0.2 -0.0626
H 6.39462 36.10842 26.87151 0.2 -0.3 0.3 0.3585
H 9.03260 36.35020 27.55041 0.4 -0.1 -0.4 0.3983
H 8.18723 37.78164 26.98203 -0.1 0.3 0.2 0.2546
H 8.86220 36.29590 23.57564 0.0 0.0 0.0 0.3121
H 8.17760 37.88224 23.98352 0.7 0.3 0.0 0.3274
C 9.02698 30.23616 25.05834 0.0 0.4 -0.4 -0.6669
C 8.88246 29.95580 26.52565 -0.3 -0.3 1.1 -0.6218
C 7.34196 29.78605 26.70897 1.5 0.3 -0.4 -0.3058
O 6.81237 30.56762 25.65461 -1.5 0.1 -0.8 -0.4647
C 7.80259 31.08867 24.76694 0.8 -0.5 1.2 0.0119
H 8.94120 29.33299 24.45418 0.3 -0.1 0.0 0.2958
H 9.90810 30.81287 24.77703 0.3 -0.4 0.1 0.4087
H 9.22506 30.81806 27.09769 -0.1 0.2 0.0 0.2560
H 9.44250 29.11208 26.92890 0.0 -0.1 -0.3 0.3560
H 6.99994 30.15386 27.67636 -0.1 0.2 0.0 0.2892
H 7.01309 28.74965 26.63278 0.0 -0.1 -0.2 0.1665
H 7.96196 32.11939 25.08372 0.1 0.3 -0.4 0.2148
H 7.62244 30.99646 23.69590 -1.0 0.2 0.2 0.0709